# 1
Here is C34H57N3O2SeSiTm as an isolated structure from OMol25. Energies are from ωB97M-V/def2-TZVPD.

The HOMO energy (spin up / spin down) is -9.6 / -9.6 eV. Its expectation value of S² is 2.0024. As for the spin multiplicity: 3. As for the total charge: +1. Its gap between HOMO and LUMO (spin up / spin down) is 5.6 / 5.6 eV.

Positions of all 99 atoms, in Å:
O1 0.844 -1.647 0.577
O2 0.819 -0.336 -4.506
C1 2.325 -1.889 0.418
C2 2.807 -3.025 1.304
H1 2.773 -0.924 0.719
H2 2.456 -2.081 -0.660
H3 2.600 -2.856 2.375
H4 3.901 -3.086 1.173
H5 2.371 -3.985 0.996
C3 -0.076 -2.789 0.420
C4 -0.029 -3.329 -0.992
H6 -1.068 -2.373 0.647
H7 0.174 -3.535 1.193
H8 -0.457 -2.597 -1.696
H9 -0.659 -4.233 -0.986
H10 0.994 -3.596 -1.274
C5 -0.234 0.256 -5.273
C6 1.777 -1.114 -5.229
C7 -1.549 -0.501 -5.148
H11 0.054 0.325 -6.336
H12 -0.357 1.268 -4.853
H13 -1.460 -1.527 -5.537
H14 -2.331 0.009 -5.725
H15 -1.872 -0.548 -4.097
C8 1.203 -2.268 -6.041
H16 2.470 -1.503 -4.468
H17 2.316 -0.428 -5.905
H18 0.628 -2.963 -5.411
H19 2.028 -2.833 -6.486
H20 0.565 -1.917 -6.865
H21 1.433 1.592 -2.565
N1 -0.954 -1.012 3.322
C9 -1.558 -0.343 4.480
C10 -2.401 0.847 4.059
C11 -2.347 1.636 2.897
C12 -2.052 -1.161 5.603
H22 -1.203 -1.714 6.021
H23 -2.867 -1.869 5.425
H24 -2.347 -0.364 6.305
C13 -3.220 2.869 2.824
H25 -3.859 2.825 1.923
H26 -2.600 3.787 2.802
H27 -3.843 2.856 3.733
N2 -1.565 1.393 1.807
C14 -0.578 -2.350 3.621
C15 0.641 -2.740 4.271
C16 1.687 -1.829 4.872
C17 0.912 -4.123 4.459
H28 1.845 -4.389 5.000
C18 0.004 -5.076 4.034
H29 0.222 -6.120 4.203
C19 -1.197 -4.714 3.422
H30 -1.946 -5.464 3.101
C20 -1.487 -3.355 3.211
C21 -2.798 -2.989 2.562
C22 -1.816 1.982 0.513
C23 -1.205 3.210 0.140
C24 -0.255 3.905 1.076
C25 -1.556 3.777 -1.086
H31 -1.113 4.743 -1.356
C26 -2.419 3.107 -1.963
H32 -2.664 3.552 -2.919
C27 -2.974 1.871 -1.612
H33 -3.665 1.342 -2.280
C28 -2.678 1.293 -0.379
C29 -3.270 -0.025 0.027
Tm1 0.249 0.191 1.597
H34 2.620 -1.769 4.285
H35 1.839 -2.101 5.935
H36 1.414 -0.820 4.907
H37 -2.850 -1.960 2.177
H38 -3.620 -3.101 3.283
H39 -3.011 -3.685 1.743
H40 0.257 4.697 0.520
H41 0.522 3.241 1.497
H42 -0.776 4.398 1.912
H43 -3.771 0.009 1.005
H44 -2.538 -0.846 0.037
H45 -4.018 -0.319 -0.713
H46 -3.084 1.241 4.844
C30 1.434 2.678 -2.473
Si1 2.978 3.525 -3.230
H47 0.547 3.095 -2.961
H48 1.382 2.906 -1.415
C31 4.496 2.405 -3.194
C32 3.387 5.113 -2.293
C33 2.589 4.029 -5.009
H49 3.399 4.669 -5.382
H50 1.651 4.596 -5.045
H51 2.499 3.147 -5.655
H52 4.839 2.262 -2.162
H53 5.302 2.876 -3.772
H54 4.269 1.425 -3.632
H55 3.401 4.935 -1.211
H56 2.643 5.888 -2.520
H57 4.377 5.470 -2.608
Se1 0.213 0.418 6.856
C34 -0.197 0.150 5.015
N3 0.237 0.311 3.777

Atomic partial charges in e from the Löwdin method, atoms 1 to 2:
1 O -0.382
2 O -0.202


# 2
Here is a 2-piece molecular cluster, C5H15N2 overall from OMol25. Energies are from ωB97M-V/def2-TZVPD.

The value obtained for the relative energy (zero: lowest compared OMol25 entry of this formula, charge and spin) is 205.1 kJ/mol. The HOMO energy is -12.1 eV. As for the total charge: +1. Its gap between HOMO and LUMO is 6.9 eV.

Positions of all 22 atoms, in Å:
C1 -0.915 2.265 0.599
C2 -1.183 1.486 -1.733
N1 -1.563 1.580 -0.522
H1 -0.324 1.511 1.120
H2 -1.629 2.745 1.257
H3 -0.214 2.981 0.171
H4 -0.307 2.083 -1.962
H5 -1.801 0.917 -2.411
H6 -2.358 1.001 -0.253
C3 -0.213 -1.879 -1.173
C4 0.255 -1.045 0.016
N2 1.243 -1.722 0.820
C5 1.869 -0.849 1.805
H7 -0.861 -1.287 -1.825
H8 -0.744 -2.784 -0.894
H9 0.640 -2.133 -1.807
H10 -0.587 -0.886 0.708
H11 0.596 -0.048 -0.329
H12 1.967 -2.094 0.210
H13 2.721 -1.348 2.258
H14 2.246 0.085 1.357
H15 1.162 -0.579 2.588

Atomic partial charges in e from the Löwdin method, atoms 1 to 2:
1 C 0.014
2 C 0.173


# 3
Here is a 2-piece molecular cluster, C5H8N2O3 overall from OMol25. Energies are from ωB97M-V/def2-TZVPD.

The value obtained for the relative energy (zero: lowest compared OMol25 entry of this formula, charge and spin) is 322.1 kJ/mol. The HOMO energy is -9.4 eV. As for the total charge: 0. Its gap between HOMO and LUMO is 10.2 eV.

Positions of all 18 atoms, in Å:
O1 2.443 0.924 1.257
C1 1.240 1.017 1.403
N1 -0.985 -0.158 1.264
C2 -0.854 -1.207 0.253
C3 -0.349 -0.630 -1.028
C4 0.794 -0.903 -1.706
O2 0.983 0.095 -2.610
C5 -0.109 0.866 -2.520
N2 -0.972 0.442 -1.657
H1 0.667 1.782 0.836
H2 -1.733 0.496 1.051
H3 -0.147 -1.963 0.615
H4 -1.823 -1.698 0.075
H5 1.582 -1.640 -1.597
H6 -0.256 1.602 -3.306
H7 -0.737 -0.582 2.315
O3 0.627 0.696 2.768
H8 -0.370 0.862 2.588

Atomic partial charges in e from the Löwdin method, atoms 1 to 2:
1 O 0.060
2 C -0.268


Question: Which value of total charge does entry 2 give?
Answer: +1


Copy entry 2 word for word.
Here is a 2-piece molecular cluster, C5H15N2 overall from OMol25. Energies are from ωB97M-V/def2-TZVPD.

The value obtained for the relative energy (zero: lowest compared OMol25 entry of this formula, charge and spin) is 205.1 kJ/mol. The HOMO energy is -12.1 eV. As for the total charge: +1. Its gap between HOMO and LUMO is 6.9 eV.

Positions of all 22 atoms, in Å:
C1 -0.915 2.265 0.599
C2 -1.183 1.486 -1.733
N1 -1.563 1.580 -0.522
H1 -0.324 1.511 1.120
H2 -1.629 2.745 1.257
H3 -0.214 2.981 0.171
H4 -0.307 2.083 -1.962
H5 -1.801 0.917 -2.411
H6 -2.358 1.001 -0.253
C3 -0.213 -1.879 -1.173
C4 0.255 -1.045 0.016
N2 1.243 -1.722 0.820
C5 1.869 -0.849 1.805
H7 -0.861 -1.287 -1.825
H8 -0.744 -2.784 -0.894
H9 0.640 -2.133 -1.807
H10 -0.587 -0.886 0.708
H11 0.596 -0.048 -0.329
H12 1.967 -2.094 0.210
H13 2.721 -1.348 2.258
H14 2.246 0.085 1.357
H15 1.162 -0.579 2.588

Atomic partial charges in e from the Löwdin method, atoms 1 to 2:
1 C 0.014
2 C 0.173